DFT (the ωB97M-V functional and the def2-TZVPD basis) results for a structure of composition C32H35AsN7O7S2SiV.

Calculated values
Charge = -1
Energy relative to the best compared isomer or geometry (same formula, charge and spin) = 43.18 kcal per mole
Total energy = -6416.33453 Eh
M = 847.76 g mol⁻¹
E_LUMO (spin up / spin down) = 2.39 / 2.39 eV
Spin multiplicity = 2
Orbital gap (spin up / spin down) = 5.467 / 4.879 eV

CARTESIAN COORDINATES (ANGSTROEM)
V (-0.039756, -0.306100, -0.352641)
C (2.549943, 2.072281, -1.047143)
N (1.928360, 2.366602, 0.241239)
C (1.029290, 3.491881, 0.286873)
C (-0.078533, 3.549206, -0.723604)
N (-0.684645, 2.548870, -1.284494)
C (-1.590645, 3.126039, -2.185186)
C (-2.469800, 2.531120, -3.088159)
C (-3.240410, 3.360962, -3.884288)
C (-3.151452, 4.757918, -3.796804)
C (-2.276980, 5.364506, -2.912413)
C (-1.502506, 4.520419, -2.123993)
N (-0.514119, 4.763743, -1.192178)
C (2.257582, 0.751548, -1.720265)
N (1.177356, 0.353488, -2.350740)
C (1.568046, -0.835850, -3.008199)
C (0.882026, -1.622483, -3.926339)
C (1.531627, -2.726838, -4.448289)
C (2.847199, -3.047013, -4.087259)
C (3.557475, -2.246027, -3.211285)
C (2.891221, -1.140170, -2.697124)
N (3.319597, -0.085599, -1.909255)
H (3.634081, 2.075402, -0.912054)
H (2.310161, 2.862479, -1.760243)
H (1.508078, 1.528645, 0.623448)
H (1.613741, 4.411242, 0.171941)
H (0.592918, 3.504138, 1.285642)
H (-2.538553, 1.454880, -3.159284)
H (-3.926241, 2.920715, -4.598373)
H (-3.771840, 5.373261, -4.437564)
H (-2.201798, 6.443654, -2.844354)
H (-0.201804, 5.660396, -0.869601)
H (-0.136888, -1.392282, -4.200195)
H (1.007786, -3.364888, -5.149733)
H (3.320712, -3.925898, -4.509887)
H (4.582583, -2.469737, -2.936255)
H (4.097556, -0.114451, -1.269986)
O (-2.010753, -2.853429, 2.825459)
As (-1.296589, -2.709297, 1.181001)
O (-0.123310, -3.847878, 1.116120)
O (-0.967505, -1.044971, 1.170036)
C (-2.971578, -3.120818, 0.278733)
C (-3.874940, -3.993186, 0.869526)
C (-5.060881, -4.299002, 0.214751)
C (-5.354006, -3.737168, -1.020977)
C (-4.456771, -2.869104, -1.625697)
C (-3.276872, -2.563672, -0.968939)
S (-2.020322, -1.606539, -1.781081)
O (-2.363950, -1.556990, -3.178286)
O (-0.778625, -2.318357, -1.414651)
O (-1.989977, -0.261505, -1.157815)
H (-1.317607, -2.547442, 3.425111)
H (-3.641249, -4.417538, 1.835683)
H (-5.762024, -4.988977, 0.669703)
H (-6.280839, -3.987924, -1.522393)
H (-4.644990, -2.442072, -2.603063)
C (4.144903, -0.405162, 1.776070)
Si (2.579237, -1.426754, 1.415486)
C (3.140755, -3.002819, 0.591800)
C (1.774268, -1.864082, 3.049228)
O (1.650276, -0.492897, 0.474748)
H (4.519602, -0.584267, 2.793360)
H (3.937101, 0.667833, 1.677567)
H (4.964748, -0.659780, 1.086690)
H (3.484594, -3.727763, 1.339086)
H (3.952534, -2.839164, -0.128085)
H (2.288840, -3.449898, 0.066821)
H (2.473811, -1.827865, 3.891217)
H (1.345184, -2.867934, 2.976437)
H (0.959551, -1.159148, 3.247924)
N (-2.505321, 1.642599, 1.168729)
C (-1.668677, 1.512525, 2.237595)
N (-0.382650, 1.652894, 2.186775)
C (0.180339, 1.530705, 3.447601)
C (1.543211, 1.609496, 3.725912)
C (1.974370, 1.458634, 5.033948)
C (1.066375, 1.234675, 6.070141)
C (-0.295104, 1.149910, 5.806457)
C (-0.721702, 1.296326, 4.493537)
S (-2.335037, 1.223507, 3.845123)
H (-2.050842, 1.429051, 0.287694)
H (-3.401790, 1.193490, 1.260300)
H (2.240970, 1.765348, 2.909245)
H (3.036347, 1.501839, 5.250589)
H (1.421412, 1.116837, 7.087069)
H (-1.005884, 0.971677, 6.605761)

Cartesian forces, eV/Å:
V 0.3504 0.5406 -1.3280
C -0.0918 -0.0292 0.3653
N -0.2500 -0.1258 -0.3384
C 0.2872 0.1394 0.1065
C 0.1278 0.0574 -0.1217
N -0.2426 -0.0191 -0.0438
C 0.0940 -0.2611 0.0630
C -0.0128 -0.0529 0.0344
C 0.0023 -0.0111 -0.0017
C 0.0298 -0.0276 0.0279
C -0.0161 -0.0164 -0.0012
C 0.0642 0.0672 0.0342
N -0.0734 0.1002 0.0532
C 0.0423 0.0997 -0.1386
N 0.1582 -0.5020 -0.1182
C -0.0981 0.3143 -0.0042
C -0.1102 -0.0759 0.0415
C 0.0088 -0.0046 -0.0113
C 0.0049 0.0301 -0.0045
C 0.0077 0.0224 0.0872
C 0.1461 0.0845 0.0142
N 0.1435 -0.0811 0.0791
H 0.1236 0.1309 -0.0716
H -0.0105 0.0193 -0.1048
H 0.0189 -0.1413 0.1875
H 0.0083 0.1173 0.0083
H -0.0275 0.0740 -0.0490
H 0.0281 -0.0781 0.0389
H 0.0165 0.0137 0.0333
H 0.0095 -0.0222 0.0217
H 0.0180 -0.0397 -0.0016
H 0.0545 0.0267 0.0135
H -0.0524 0.0047 0.0212
H 0.0041 0.0141 0.0240
H -0.0372 0.0319 0.0262
H -0.0662 0.0102 -0.0305
H 0.0310 0.0487 -0.0700
O 0.0075 0.1042 -0.1173
As -0.0344 -0.3824 1.1926
O -0.1182 0.3612 -0.2782
O -0.3996 -1.0443 0.7571
C 0.0121 0.2916 -0.4623
C 0.0338 0.1567 -0.0646
C -0.0815 -0.0236 -0.0353
C -0.0669 -0.0399 0.0586
C 0.0274 0.0998 0.0340
C 0.1944 -0.3177 0.3210
S -0.1310 -0.1656 -0.2842
O -0.0154 -0.1549 -0.0507
O -0.1901 0.7900 -0.0713
O -0.3713 0.1168 -0.4658
H -0.0789 -0.0503 0.0471
H -0.0231 -0.0285 0.0151
H 0.0145 0.0187 -0.0010
H 0.0125 -0.0028 0.0016
H 0.0137 -0.0402 0.0390
C 0.1975 0.0300 0.0728
Si 0.1309 0.3309 0.0727
C -0.0342 -0.2091 -0.2548
C -0.2277 -0.0045 0.1290
O 0.7032 -0.2813 0.4777
H -0.0216 0.0409 -0.1617
H 0.0279 -0.1009 0.0212
H -0.1247 0.0703 0.0825
H 0.0015 0.0700 -0.0684
H -0.0904 -0.0162 0.0510
H 0.0760 -0.0105 0.0823
H -0.0338 -0.0162 -0.0716
H 0.0114 0.0432 0.0184
H 0.0650 -0.0500 0.0379
N 0.1569 0.0250 0.3186
C 0.0578 0.0543 0.1331
N -0.2536 -0.0264 -0.0578
C 0.0083 -0.0549 -0.1360
C 0.0704 0.0304 -0.0338
C 0.0110 0.0147 -0.0661
C -0.1242 -0.0237 -0.0252
C 0.0672 0.0066 0.0179
C -0.0236 -0.0154 0.0683
S -0.0560 -0.0076 -0.0493
H -0.0378 0.0552 -0.1197
H 0.0193 -0.0995 0.0036
H -0.0499 -0.0009 0.0728
H -0.0664 0.0033 -0.0053
H -0.0066 -0.0007 -0.0415
H 0.0501 -0.0052 -0.0459

Atomic partial charges in e from the Löwdin method, atoms 1 to 4: number 1, V, carries 0.761; number 2, C, carries -0.119; number 3, N, carries -0.035; number 4, C, carries -0.166